The following is a quantum chemistry calculation of 2 unconnected molecules or ions with the total composition C9H14O, from OMol25.

Values from the calculation:
Energy above the lowest of the compared OMol25 structures with the same formula, charge and spin = 0.871 eV
Net charge = 0
LUMO energy = 0.92 eV
Gap between HOMO and LUMO = 9.249 eV

Last column: Löwdin charge in e.
Atoms and positions in Å:
O1 2.1270 0.5914 1.3966  0.01
C1 -0.9438 -2.2527 1.7490  -0.17
C2 0.3381 0.1818 -1.7783  -0.05
C3 1.3410 0.8197 0.3070  -0.34
C4 0.5126 -2.0462 2.1740  -0.15
C5 -0.6367 1.1733 -1.6605  -0.28
C6 -1.4269 1.6960 -2.8324  -0.05
C7 -0.6687 1.8643 -0.4556  -0.05
C8 1.3313 0.0057 -0.8217  -0.03
C9 0.3261 1.7553 0.5083  -0.01
H1 -2.3191 1.1156 -3.0769  0.08
H2 -1.1732 -2.4505 0.7043  0.06
H3 0.2290 -0.5768 -2.5488  0.12
H4 -1.5003 -1.3418 2.0027  0.06
H5 1.1363 -2.8001 1.6821  0.07
H6 -1.3712 2.6667 -0.2526  0.11
H7 -1.7361 2.7227 -2.6533  0.07
H8 2.6693 -0.1995 1.4124  0.10
H9 2.2421 -0.5084 -1.1103  0.12
H10 -1.4083 -3.0257 2.3661  0.06
H11 -0.8139 1.7022 -3.7355  0.08
H12 0.8934 -1.0742 1.8744  0.02
H13 0.2743 2.1813 1.5021  0.12
H14 0.5777 -2.2000 3.2473  0.07



The following is a quantum chemistry calculation of 2 unconnected molecules or ions with the total composition C9H14O, from OMol25.

Values from the calculation:
Energy above the lowest of the compared OMol25 structures with the same formula, charge and spin = 2.248 eV
Net charge = 0
LUMO energy = 0.90 eV
Gap between HOMO and LUMO = 9.668 eV

Last column: Löwdin charge in e.
Atoms and positions in Å:
O1 -0.2931 1.7707 -2.9709  -0.04
C1 2.2375 -1.4317 -0.2004  -0.07
C2 -0.4656 -1.3760 -0.1871  -0.10
C3 0.1826 1.6013 -1.6355  -0.28
C4 0.8723 -1.0604 0.3064  -0.25
C5 -1.4768 -0.8057 1.8595  -0.10
C6 -0.9708 1.9002 -0.6820  -0.09
C7 -0.2591 -0.2569 2.2977  -0.09
C8 0.9473 -0.5092 1.6272  -0.04
C9 -1.5412 -1.3224 0.5693  -0.16
H1 1.7793 -0.2914 2.1292  0.06
H2 -0.2631 0.3097 3.1977  0.09
H3 -0.6435 2.0436 0.3150  0.05
H4 3.0652 -0.6964 0.0657  0.10
H5 2.1893 -1.6098 -1.2375  0.05
H6 -1.6822 1.0738 -0.5053  0.07
H7 2.6838 -2.3504 0.2469  0.09
H8 -0.4937 -1.6349 -1.2338  0.11
H9 -1.1250 1.4892 -2.9652  -0.01
H10 -2.3727 -0.7314 2.5730  0.13
H11 1.1018 2.2874 -1.6595  0.13
H12 -2.5569 -1.7289 0.2567  0.14
H13 -1.5501 2.7876 -0.8406  0.07
H14 0.6348 0.5422 -1.3265  0.11



The following is a quantum chemistry calculation of 2 unconnected molecules or ions with the total composition C9H14O, from OMol25.

Values from the calculation:
Energy above the lowest of the compared OMol25 structures with the same formula, charge and spin = 0.458 eV
Net charge = 0
LUMO energy = 0.84 eV
Gap between HOMO and LUMO = 9.161 eV

Last column: Löwdin charge in e.
Atoms and positions in Å:
O1 2.0469 -0.0264 -3.2525  0.04
C1 1.9636 0.2559 0.4177  -0.05
C2 2.4160 -0.0890 -0.8544  -0.03
C3 0.7958 0.9836 0.5746  -0.31
C4 1.7665 0.3696 -1.9816  -0.33
C5 0.6765 1.2330 -1.8401  -0.01
C6 0.2078 1.3738 1.9168  -0.06
C7 -2.5043 -2.3040 0.7004  -0.16
C8 0.1778 1.4700 -0.5779  -0.07
C9 -2.1250 -0.8106 0.5901  -0.15
H1 -2.1514 -0.3830 1.5972  0.06
H2 -1.7314 -2.9357 0.2497  0.06
H3 2.7985 -0.6379 -3.3273  0.11
H4 0.4097 0.6468 2.7028  0.08
H5 -0.8405 1.5753 1.7455  0.06
H6 0.6894 2.3045 2.2373  0.08
H7 -2.7237 -2.6552 1.7015  0.06
H8 -0.7347 2.0447 -0.4863  0.12
H9 0.2570 1.7275 -2.7008  0.12
H10 -2.8340 -0.2595 -0.0015  0.06
H11 -1.1215 -0.7131 0.2099  0.04
H12 -3.3395 -2.5231 0.0409  0.05
H13 2.5943 0.0524 1.2731  0.11
H14 3.3063 -0.6996 -0.9350  0.11



The following is a quantum chemistry calculation of 2 unconnected molecules or ions with the total composition C9H14O, from OMol25.

Values from the calculation:
Energy above the lowest of the compared OMol25 structures with the same formula, charge and spin = 0.248 eV
Net charge = 0
LUMO energy = 0.87 eV
Gap between HOMO and LUMO = 9.288 eV

Last column: Löwdin charge in e.
Atoms and positions in Å:
O1 -1.1322 1.7838 1.7586  0.03
C1 -1.8279 -0.1527 0.6579  -0.01
C2 1.4342 1.7946 -1.6242  -0.16
C3 -0.0199 -3.3078 -0.4361  -0.06
C4 0.4584 2.7339 -0.9192  -0.16
C5 -0.2653 -1.9390 0.1298  -0.29
C6 0.6661 -1.2936 0.9261  -0.06
C7 -0.8357 0.5183 1.3578  -0.35
C8 0.3888 -0.0942 1.5730  -0.03
C9 -1.5446 -1.3769 0.0692  -0.04
H1 -2.8365 0.2344 0.6155  0.12
H2 1.1008 0.3080 2.2810  0.11
H3 0.6446 3.7354 -1.2961  0.06
H4 1.2081 1.7582 -2.6973  0.07
H5 2.4694 2.0274 -1.3868  0.06
H6 0.0445 -3.3131 -1.5292  0.08
H7 0.8469 -3.8134 -0.0108  0.07
H8 -0.8614 -3.9726 -0.2187  0.08
H9 -2.3322 -1.9341 -0.4342  0.11
H10 -0.5283 2.1058 2.4396  0.11
H11 1.6448 -1.7225 1.0645  0.11
H12 1.2736 0.7597 -1.3120  0.04
H13 -0.5751 2.4792 -1.1658  0.07
H14 0.5789 2.6812 0.1574  0.04



The following is a quantum chemistry calculation of 2 unconnected molecules or ions with the total composition C9H14O, from OMol25.

Values from the calculation:
Energy above the lowest of the compared OMol25 structures with the same formula, charge and spin = 0.664 eV
Net charge = 0
LUMO energy = 0.86 eV
Gap between HOMO and LUMO = 9.364 eV

Last column: Löwdin charge in e.
Atoms and positions in Å:
O1 -2.0542 -1.1650 -0.6665  0.03
C1 -0.6862 -0.9762 -0.6597  -0.33
C2 1.3682 -0.5202 -1.7404  -0.04
C3 -0.0131 -1.1163 0.5458  -0.04
C4 -1.8561 2.0421 2.2364  -0.17
C5 -2.7304 3.0566 1.5119  -0.17
C6 2.0647 -0.6287 -0.5477  -0.29
C7 1.3556 -0.8569 0.6247  -0.04
C8 3.5463 -0.3684 -0.4868  -0.06
C9 -0.0100 -0.7057 -1.8280  -0.01
H1 -1.2536 2.5859 2.9786  0.06
H2 -2.8160 4.0270 1.9971  0.06
H3 -2.3814 3.3126 0.5089  0.06
H4 3.9182 -0.8005 0.4224  0.06
H5 1.8791 -0.0593 -2.5662  0.11
H6 4.0856 -1.0427 -1.1736  0.08
H7 3.9308 0.5960 -0.7502  0.07
H8 -2.3972 1.2456 2.7191  0.06
H9 -2.3910 -0.9286 0.2149  0.10
H10 -0.5435 -0.4834 -2.7384  0.12
H11 1.8395 -0.9153 1.5932  0.11
H12 -1.0239 1.6591 1.6437  0.05
H13 -3.7747 2.7423 1.4131  0.06
H14 -0.5225 -1.4082 1.4560  0.11



The following is a quantum chemistry calculation of 2 unconnected molecules or ions with the total composition C9H14O, from OMol25.

Values from the calculation:
Energy above the lowest of the compared OMol25 structures with the same formula, charge and spin = 0.978 eV
Net charge = 0
LUMO energy = 0.90 eV
Gap between HOMO and LUMO = 9.753 eV

Last column: Löwdin charge in e.
Atoms and positions in Å:
O1 -2.3151 -1.0290 -0.6667  0.01
C1 2.7253 -1.2150 1.8636  -0.06
C2 -1.0337 -0.8063 -0.1683  -0.32
C3 0.2287 -0.7638 1.8746  -0.05
C4 1.3656 -0.9249 -0.2061  -0.05
C5 1.4146 -0.9269 1.1938  -0.29
C6 -1.0113 -0.8266 1.2274  0.00
C7 -1.4012 3.1299 -1.9902  -0.16
C8 0.0554 2.8698 -1.5293  -0.15
C9 0.1420 -0.8749 -0.8816  -0.04
H1 0.1099 1.8778 -1.0712  0.03
H2 0.2505 -0.7945 2.9621  0.11
H3 0.2750 -0.9191 -1.9551  0.12
H4 0.7003 2.7561 -2.4023  0.06
H5 0.3270 3.6105 -0.7781  0.06
H6 -1.9698 2.2150 -1.8580  0.04
H7 -1.5834 3.6754 -2.9185  0.06
H8 3.1800 -2.1233 1.4610  0.08
H9 -1.8875 3.8447 -1.3013  0.06
H10 2.7129 -1.2423 2.9574  0.07
H11 2.2113 -1.0361 -0.8741  0.11
H12 3.4611 -0.4112 1.7702  0.08
H13 -1.9028 -0.9464 1.8285  0.12
H14 -2.7424 -0.2142 -0.9363  0.09



The following is a quantum chemistry calculation of 2 unconnected molecules or ions with the total composition C9H14O, from OMol25.

Values from the calculation:
Energy above the lowest of the compared OMol25 structures with the same formula, charge and spin = 0.342 eV
Net charge = 0
LUMO energy = 0.85 eV
Gap between HOMO and LUMO = 9.318 eV

Last column: Löwdin charge in e.
Atoms and positions in Å:
O1 0.7045 -2.7523 0.4910  0.03
C1 -0.4382 1.1146 1.5745  -0.29
C2 -0.0912 -0.0268 -3.9046  -0.18
C3 -0.5669 0.0292 2.4383  -0.05
C4 -0.2580 -1.2688 2.0609  -0.01
C5 0.2843 -1.4716 0.8041  -0.32
C6 0.2913 -0.4473 -0.1368  -0.02
C7 0.0296 0.8500 0.2918  -0.05
C8 0.8479 1.1635 -3.6889  -0.17
C9 -1.0172 2.4577 1.8888  -0.06
H1 0.6108 -0.7047 -1.1358  0.09
H2 -0.9057 0.2531 3.4404  0.11
H3 0.4616 -0.9472 -3.7219  0.06
H4 -0.2825 -2.0555 2.7999  0.12
H5 0.1307 1.6380 -0.4490  0.11
H6 -1.0046 0.0990 -3.3303  0.06
H7 1.7630 1.0282 -4.2653  0.06
H8 -1.8147 2.7263 1.1984  0.08
H9 1.4636 -2.6970 -0.0991  0.10
H10 1.0898 1.2506 -2.6284  0.04
H11 -0.3986 -0.1278 -4.9481  0.06
H12 -0.2971 3.2697 1.7527  0.08
H13 0.3769 2.1101 -3.9624  0.06
H14 -1.3608 2.5235 2.9167  0.07



The following is a quantum chemistry calculation of 2 unconnected molecules or ions with the total composition C9H14O, from OMol25.

Values from the calculation:
Energy above the lowest of the compared OMol25 structures with the same formula, charge and spin = 0.201 eV
Net charge = +1
<S²> = 0.77
Multiplicity = 2
LUMO energy (alpha / beta) = -3.75 / -7.40 eV
Gap between HOMO and LUMO (alpha / beta) = 10.198 / 6.794 eV

Last column: Mulliken spin population.
Atoms and positions in Å:
O1 -0.8594 1.7699 -1.6763  0.16
C1 -2.5860 1.2217 -0.0852  0.08
C2 -2.6393 -1.8449 2.1062  0.01
C3 -2.9604 0.3012 0.8483  0.04
C4 -2.1133 -0.7718 1.2464  0.25
C5 -1.3187 1.0316 -0.7016  0.26
C6 -0.7745 -0.8150 0.7760  0.04
C7 3.7070 0.3397 -1.8273  0.00
C8 3.8010 0.2472 -0.3094  0.00
C9 -0.4589 -0.0362 -0.2976  0.09
H1 -1.3756 2.5817 -1.8663  -0.01
H2 3.7103 -0.6372 -2.3104  0.00
H3 2.7851 0.8353 -2.0974  0.00
H4 3.4004 -0.6994 0.0714  0.00
H5 -3.5256 -1.5539 2.6710  0.00
H6 -2.8842 -2.6746 1.4290  0.05
H7 0.5137 -0.0966 -0.7720  0.01
H8 3.3583 1.0974 0.1982  0.00
H9 -3.2911 1.9571 -0.4345  0.00
H10 -0.0099 -1.4650 1.1756  0.00
H11 -3.9451 0.3158 1.2946  0.00
H12 -1.8838 -2.2067 2.7997  0.01
H13 4.5250 0.8861 -2.2954  0.00
H14 4.8250 0.2166 0.0572  0.00



What are the F_max values for these records? In order: 0.031, 0.121, 0.030, 0.021, 0.044, 0.042, 0.022, 0.020 Eh/bohr.